Entry 1:
Formula: C30H53BrN8PS2
Source: the OMol25 dataset
Level of theory: wB97M-V/def2-TZVPD

Results
Net charge: +1
Highest occupied orbital energy (eV): -10.866
Kohn-Sham gap (eV): 7.31
DFT total energy (eV): -144884.3605

```
95
Properties=species:S:1:pos:R:3:forces:R:3
C 6.6570 -0.5987 2.5822 -0.6 0.4 -0.6
P 7.4650 1.0489 2.3745 0.8 -0.2 1.2
C 8.2194 0.9196 0.7081 -0.5 -0.1 -0.2
C 5.9750 2.1901 2.2656 -0.1 0.2 -1.1
C 5.1492 1.8131 1.0351 1.0 -0.3 -0.1
N 4.1631 2.8644 0.6616 -0.1 -0.3 0.2
C 2.9804 2.3784 -0.1295 -0.1 0.4 -0.4
C 3.3215 1.4762 -1.3150 -0.5 -0.1 -0.1
C 2.6137 0.1027 -1.3136 0.3 0.2 -0.1
S 2.5893 -0.7535 0.2895 0.0 -0.4 0.1
C 0.8421 -0.7849 0.7284 0.3 0.2 -0.2
S -0.0467 -2.0973 0.6026 -0.1 -0.2 0.2
N 0.3431 0.4585 1.2210 -0.3 -0.1 -0.2
C -0.1138 1.5093 0.4464 0.0 0.5 0.5
C -0.4450 2.4945 1.3451 0.1 -0.4 -0.7
N -0.2160 2.0801 2.6294 0.1 -0.1 -0.3
C 0.2463 0.8552 2.5209 -0.1 0.6 0.4
C 4.8948 3.9879 0.0403 -0.2 1.2 0.1
C 6.1099 4.4299 0.8799 0.1 -0.1 0.1
C 6.2737 3.7447 2.2487 0.2 -0.4 0.6
N 5.4856 4.4511 3.2383 -0.9 -0.5 -0.6
Br 8.1809 4.0583 2.7467 0.0 0.2 -0.1
H 5.7673 -0.7247 1.9590 0.0 -0.2 0.0
H 6.3516 -0.7386 3.6159 0.1 0.0 0.1
H 7.3585 -1.3817 2.3059 0.1 0.0 0.1
H 7.5246 0.7251 -0.1124 0.1 0.0 -0.1
H 8.8291 1.7882 0.4734 0.0 0.1 0.1
H 8.8874 0.0607 0.7634 0.1 0.0 0.1
H 5.3825 1.9280 3.1442 0.2 0.2 0.2
H 4.6812 0.8397 1.1372 -0.4 0.2 0.1
H 5.8419 1.7360 0.1983 -0.2 0.1 -0.2
H 3.7881 3.2271 1.5402 -0.1 0.0 0.0
H 2.2953 1.9269 0.5801 0.1 -0.3 0.1
H 2.4810 3.2741 -0.4959 0.0 0.1 0.1
H 4.3898 1.3271 -1.4586 0.1 0.1 0.2
H 2.9746 1.9907 -2.2109 0.1 0.0 -0.1
H 3.1717 -0.5548 -1.9773 0.0 -0.1 0.0
H 1.6222 0.1659 -1.7547 -0.2 0.0 0.2
H -0.1451 1.4938 -0.6287 0.0 -0.2 0.0
H -0.8237 3.4636 1.0666 -0.1 0.1 0.3
H 0.5386 0.2721 3.3779 0.0 -0.4 -0.2
H 4.1952 4.8232 0.0046 -0.2 -0.1 -0.1
H 5.1413 3.7769 -0.9965 0.1 -0.5 0.1
H 7.0396 4.3607 0.3253 -0.1 -0.3 -0.2
H 5.9831 5.4906 1.0897 0.2 0.1 0.0
H 4.7468 4.9955 2.8053 0.2 0.3 0.1
H 5.0253 3.8182 3.8817 0.3 0.1 0.3
C -4.0964 0.5714 -3.2242 0.1 0.2 0.1
C -3.5773 -0.6808 -2.5287 -0.2 0.2 -0.5
C -2.3495 -0.4146 -1.6550 -0.3 -0.2 0.1
C -1.1929 0.0313 -2.4232 0.0 0.0 0.0
N -0.2777 0.3770 -3.0273 0.1 0.1 0.1
H -3.3540 0.9819 -3.9138 0.0 0.0 0.0
H -4.9910 0.3401 -3.8032 0.0 0.0 0.0
H -4.3567 1.3335 -2.4815 0.1 -0.3 -0.4
H -3.3442 -1.4456 -3.2713 0.1 -0.1 0.1
H -4.3656 -1.0857 -1.8951 0.1 0.0 0.1
H -2.0823 -1.3284 -1.1236 0.1 0.0 -0.1
H -2.5870 0.3375 -0.8977 0.1 0.1 -0.1
C -6.1299 5.7281 -2.5118 0.0 0.0 0.0
C -7.4080 5.0308 -2.0607 0.1 0.1 -0.1
C -7.2284 4.2347 -0.7631 -0.3 0.1 -0.1
C -6.2792 3.1345 -0.9166 0.1 0.0 0.1
N -5.5280 2.2747 -1.0382 -0.2 0.2 0.3
H -5.3402 5.0076 -2.7317 0.0 0.0 0.0
H -6.3112 6.3062 -3.4171 0.0 0.0 0.0
H -5.7642 6.4120 -1.7435 0.0 0.0 0.0
H -7.7638 4.3696 -2.8524 0.0 0.0 0.1
H -8.1867 5.7769 -1.8971 0.0 -0.1 0.1
H -8.1873 3.8213 -0.4467 0.0 -0.1 0.0
H -6.8863 4.8909 0.0391 0.1 0.0 0.0
C -5.4741 -5.5013 1.0481 0.0 0.1 0.0
C -5.5217 -3.9924 1.2621 0.0 -0.3 0.1
C -5.3716 -3.1984 -0.0412 -0.1 0.1 0.3
C -4.0687 -3.4102 -0.6679 -0.1 -0.2 0.0
N -3.0436 -3.5996 -1.1495 0.0 0.1 0.1
H -4.5138 -5.8167 0.6382 0.0 0.0 0.0
H -5.6157 -6.0254 1.9922 0.0 0.0 0.0
H -6.2595 -5.8246 0.3626 0.0 0.0 0.0
H -4.7413 -3.6963 1.9656 0.0 0.1 0.0
H -6.4765 -3.7230 1.7160 0.0 0.1 0.0
H -5.4901 -2.1310 0.1578 0.1 0.0 -0.1
H -6.1565 -3.4781 -0.7464 0.1 0.0 -0.1
C -1.4817 -6.2635 -0.5446 0.2 -0.1 0.1
C -0.3756 -7.2426 -0.1698 -0.1 0.2 -0.1
C -0.8938 -8.6720 0.0180 0.3 0.1 0.0
C -1.8401 -8.7619 1.1290 -0.1 -0.1 -0.1
N -2.5946 -8.8222 1.9919 0.0 0.1 0.0
H -2.2349 -6.1975 0.2419 0.0 0.0 0.0
H -1.0793 -5.2650 -0.6991 0.0 0.0 0.0
H -1.9779 -6.5693 -1.4673 0.0 0.0 0.0
H 0.1185 -6.9067 0.7442 0.0 -0.1 0.0
H 0.3829 -7.2500 -0.9549 0.0 -0.1 0.0
H -0.0606 -9.3492 0.2127 -0.1 -0.1 0.1
H -1.3785 -9.0210 -0.8953 -0.1 0.0 0.0
```
Forces are in eV/Å.

---

Entry 2:
Formula: C30H53N10O11
Source: the OMol25 dataset
Level of theory: wB97M-V/def2-TZVPD

Results
Net charge: +1
Highest occupied orbital energy (eV): -9.245
Kohn-Sham gap (eV): 3.66
DFT total energy (eV): -69357.0289

```
104
Properties=species:S:1:pos:R:3:forces:R:3
C 0.5232 1.5185 -0.1487 2.1 -5.1 0.1
C 0.4562 0.7715 1.2103 2.3 0.8 1.0
C -0.3108 1.6275 2.2953 -0.3 0.2 -4.9
C -1.7138 1.6635 1.8743 -3.4 2.4 1.2
C -2.3268 0.3315 2.0113 4.1 -1.4 3.8
C -1.6908 -0.6345 1.0703 -0.4 -1.6 -2.9
N -0.1728 -0.5645 1.0513 1.2 -5.2 0.6
O 0.4552 -1.7165 1.0103 -2.9 7.1 0.2
C -2.1858 -0.3395 -0.5227 -2.6 -1.3 0.8
C -2.0938 -2.0785 1.3553 4.1 -1.2 0.2
C 1.9192 0.5995 1.6743 -0.6 -4.1 -2.2
H 1.0332 2.3535 0.0243 1.9 3.7 0.8
H -0.3638 1.6795 -0.5467 -4.2 1.0 -1.7
H 1.1272 0.9655 -0.9237 -0.6 0.2 1.0
H 0.0482 2.6295 2.2393 1.0 0.5 0.3
H -0.2308 1.1635 3.1863 0.5 -1.2 3.2
H -2.0708 2.2175 0.9603 1.3 -0.8 0.3
H -2.3028 2.2625 2.6063 0.6 0.0 0.0
H -3.3088 0.3705 1.8073 -3.6 -0.3 -0.5
H -2.1308 -0.0835 3.2333 -0.7 1.1 -3.6
H -1.7038 -1.0205 -1.2487 0.2 0.6 0.5
H -2.3948 0.6735 -0.9647 1.2 -0.7 1.0
H -3.2908 -0.7535 -0.4687 2.0 0.6 0.1
H -3.0848 -2.2645 1.4133 -3.6 0.5 1.3
H -1.4968 -2.5615 2.2333 -1.3 1.0 -1.5
H -1.9888 -2.7245 0.4833 1.2 0.0 -0.2
H 2.4462 1.5165 1.7573 0.2 0.7 0.7
H 2.3312 0.1025 0.7403 0.4 0.5 1.1
H 2.0102 -0.2525 2.4313 0.1 1.9 -0.3
N 6.0502 1.5275 -0.8557 3.8 -1.8 -1.7
C 6.2042 2.8265 -0.4657 -4.1 2.0 1.7
C 4.7732 3.3835 -0.4097 3.2 -7.1 -3.9
C 3.9522 2.3995 -1.1487 4.4 -2.4 1.2
C 4.9032 1.1455 -1.3897 -4.9 7.0 2.0
H 6.8342 0.8545 -1.1457 -1.0 1.9 1.2
H 7.1042 3.3215 -0.0097 -1.0 -1.2 -0.7
H 4.4332 4.3105 -0.2577 -0.7 3.4 1.0
H 2.8922 2.4565 -1.3747 0.3 0.0 -0.1
H 4.6672 0.2445 -1.8217 -0.1 -1.9 -0.7
N 6.1042 -2.1845 2.0543 0.0 1.2 0.2
C 6.0272 -3.5145 2.1033 -8.6 0.5 -0.3
C 4.5782 -3.7875 2.1173 -1.1 1.9 -1.3
C 3.7752 -2.4915 1.9693 3.9 -0.3 0.5
C 4.8962 -1.5405 1.9783 -2.9 -1.6 -0.1
H 6.9492 -1.6865 2.2393 0.3 0.3 -0.1
H 6.6242 -4.2705 2.3393 3.4 -2.2 0.6
H 3.9302 -4.6865 1.9593 1.6 0.3 0.5
H 2.5972 -2.3185 1.8953 3.3 -0.5 0.1
H 4.8602 -0.4675 1.9523 0.2 0.2 -0.1
N 1.3112 -4.0235 -0.3607 2.5 -1.3 -1.1
C 0.2912 -4.9225 -0.3257 -0.3 -2.3 1.8
C 0.8122 -6.2655 0.0603 3.6 5.0 -2.3
C 2.3662 -6.1495 -0.0657 -5.0 5.0 0.0
C 2.5442 -4.6345 -0.3377 -4.8 -7.8 2.6
H 1.3332 -3.0665 -0.6967 -0.8 -0.4 0.1
H -0.7208 -4.4635 -0.4437 0.9 -1.1 0.3
H 0.3272 -7.1905 0.1553 -0.9 -0.7 0.2
H 2.9762 -7.0115 0.1793 0.5 0.6 -0.3
H 3.3702 -4.2345 -0.6567 4.3 2.7 -1.2
N -6.1988 4.2235 -1.3537 0.7 1.7 2.7
C -5.5588 3.1915 -2.0007 1.7 -1.0 4.6
C -4.5378 2.5605 -0.9527 -5.1 5.7 -2.1
C -4.5968 3.4645 0.2043 -2.4 0.1 -4.1
C -5.6098 4.4725 -0.0727 1.3 -2.3 -0.7
H -7.0358 4.8825 -1.5547 2.1 -2.1 -0.4
H -6.0368 2.8365 -2.8767 0.2 -0.5 -0.8
H -3.9058 1.8145 -1.2847 1.1 -1.3 -0.1
H -3.9578 3.2915 1.0243 0.3 0.5 1.0
H -5.9138 5.3325 0.5303 0.0 -0.5 -0.3
C -5.3888 -2.3705 -2.2487 2.0 1.9 -2.3
N -4.1298 -3.1485 -2.4817 2.5 0.8 -1.0
O -3.8868 -4.0975 -1.7797 -0.6 -0.4 0.4
O -3.3058 -2.7195 -3.3057 -1.4 -0.2 0.6
H -5.1008 -1.2875 -2.7847 -1.3 -2.9 2.0
H -5.4738 -2.4925 -1.1817 -0.7 0.7 0.2
H -6.1278 -2.9125 -2.8287 -0.4 0.2 0.2
C -1.9408 3.1325 -4.0677 0.6 1.5 -5.1
N -0.6888 2.5945 -3.6257 -0.9 -3.2 3.8
O -0.6818 1.3885 -3.3507 -0.3 -0.8 -1.4
O 0.1282 3.2835 -3.1257 1.9 2.7 -0.4
H -2.4798 2.4115 -4.6947 -0.1 -0.1 1.0
H -1.5968 3.8685 -4.8807 -0.8 -0.3 1.4
H -2.4478 3.6225 -3.2807 -0.5 0.3 0.9
C 1.4232 -0.9125 -3.9437 -0.2 -1.1 -1.2
N 1.3632 -1.4645 -2.5247 -1.0 1.5 -0.6
O 2.3312 -1.2925 -1.8337 1.2 -0.2 0.3
O 0.3172 -1.8955 -2.0827 -0.4 -0.3 -0.5
H 1.8482 -1.7685 -4.5977 -0.2 1.6 1.2
H 2.0622 0.0225 -3.8767 -0.9 -1.4 -0.3
H 0.3722 -0.7785 -4.3507 1.3 0.2 1.0
C 1.0562 -3.9575 4.5703 -1.3 3.4 -3.4
N 1.2042 -2.5665 5.1733 -0.8 0.2 -2.2
O 2.1462 -2.4075 5.8813 0.4 0.4 0.9
O 0.4322 -1.6755 4.7723 0.7 -0.9 0.6
H 0.8492 -4.5395 5.3343 0.0 -3.2 3.9
H 1.9572 -4.1405 3.9783 -0.4 -0.2 0.2
H 0.0672 -3.9785 4.0333 1.4 0.3 -0.2
C -2.4348 6.7095 0.0133 -2.8 -3.2 3.0
N -1.6008 5.3765 0.1113 -4.3 3.3 -3.7
O -1.4498 5.0665 1.2103 2.0 -2.1 4.7
O -1.5538 4.6775 -0.8777 0.9 0.0 -0.3
H -2.1598 7.4235 -0.5657 3.5 4.2 -4.0
H -2.6208 7.2195 0.9913 0.3 -1.3 -0.5
H -3.3868 6.5285 -0.5277 0.3 -1.0 0.9
```
Forces are in eV/Å.

---

In eV Å⁻¹, the largest force on an atom values for the records above are, in order, 1.5 9.5.